Entry 1:
{
  "formula": "C7H12",
  "method": "ωB97M-V/def2-TZVPD",
  "species": ["C", "C", "C", "C", "C", "C", "C", "H", "H", "H", "H", "H", "H", "H", "H", "H", "H", "H", "H"],
  "coordinates": [[-2.35609, -0.79383, 0.03813], [-1.07864, 0.94980, -0.06778], [-0.10898, 0.34776, 0.92014], [1.26331, 0.35481, 0.22502], [2.05488, -0.92207, 0.44095], [0.91715, 0.64479, -1.21401], [-0.35417, 1.04389, -1.34600], [-1.56500, -1.19350, -0.59568], [-2.64217, -0.43113, 1.02778], [-3.27551, -1.20228, -0.40894], [-1.74257, 1.75589, 0.22253], [-0.10668, 0.78011, 1.92649], [-0.42539, -0.70892, 1.04210], [1.84896, 1.19275, 0.62466], [1.48821, -1.78277, 0.06669], [2.26879, -1.07732, 1.50508], [3.00328, -0.87876, -0.10395], [1.63207, 0.56389, -2.02946], [-0.82143, 1.35689, -2.27373]],
  "mulliken_charge": [-1.061, -0.294, -0.831, 0.595, -1.508, -0.491, -0.627, 0.339, 0.347, 0.227, 0.374, 0.303, 0.404, 0.281, 0.366, 0.349, 0.395, 0.389, 0.444],
  "multiplicity": 1,
  "relative_energy_kcal_mol": 80.4,
  "homo_lumo_gap_ha": 0.3201,
  "max_force_ev_per_a": 2.43,
  "e_homo_ev": -7.883
}

Entry 2:
{
  "formula": "C22H34N4O2",
  "method": "ωB97M-V/def2-TZVPD",
  "species": ["C", "H", "H", "H", "C", "N", "C", "C", "H", "H", "C", "N", "C", "N", "C", "C", "C", "N", "C", "C", "H", "H", "H", "H", "H", "C", "H", "H", "H", "C", "O", "O", "C", "H", "H", "H", "C", "C", "C", "C", "C", "C", "H", "H", "H", "H", "H", "H", "H", "H", "H", "H", "H", "C", "H", "C", "H", "H", "H", "H", "H", "H"],
  "coordinates": [[-4.72411, -1.65567, -1.88184], [-5.65224, -1.92770, -1.38688], [-4.90271, -0.78170, -2.50200], [-4.41995, -2.48355, -2.51798], [-3.62100, -1.35333, -0.87361], [-3.90480, -0.15782, -0.10403], [-2.73342, 0.41781, 0.52408], [-2.93462, 1.90545, 0.81161], [-3.17421, 2.40725, -0.12584], [-3.76871, 2.04372, 1.50036], [-1.69252, 2.56203, 1.42708], [-0.60716, 2.64078, 0.49193], [0.36820, 1.82307, 0.46573], [0.60799, 0.80167, 1.34078], [1.46607, -0.32320, 1.02465], [2.62338, 0.15258, 0.18170], [2.50586, 1.30571, -0.53810], [1.35953, 2.05400, -0.48865], [1.15581, 3.22438, -1.32516], [1.56750, 4.51604, -0.62402], [2.61218, 4.49213, -0.32327], [1.41539, 5.35987, -1.29131], [0.95252, 4.65163, 0.26036], [0.08523, 3.27015, -1.53316], [1.69850, 3.09874, -2.26072], [3.59604, 1.79404, -1.43837], [3.31851, 1.65159, -2.48270], [3.79810, 2.84856, -1.27289], [4.49912, 1.22270, -1.25319], [3.77728, -0.73092, 0.15558], [4.82451, -0.58108, -0.44175], [3.56447, -1.83612, 0.91585], [4.62501, -2.77316, 0.93600], [4.28585, -3.59983, 1.55535], [4.84797, -3.11880, -0.07582], [5.52695, -2.32224, 1.35652], [0.69138, -1.42995, 0.33030], [0.41031, -1.35764, -1.02792], [-0.30653, -2.36413, -1.65009], [-0.75933, -3.44993, -0.91979], [-0.49538, -3.52198, 0.43681], [0.22541, -2.51692, 1.05695], [0.44036, -2.58114, 2.11448], [-0.84734, -4.36568, 1.01272], [-1.31617, -4.23634, -1.40747], [-0.50906, -2.30286, -2.70969], [0.76342, -0.51459, -1.60420], [1.84402, -0.71438, 1.97813], [-0.17968, 0.56137, 1.92382], [-1.43665, 2.04943, 2.36839], [-1.94406, 3.59860, 1.67747], [-1.89161, 0.30921, -0.16488], [-2.46934, -0.11247, 1.46168], [-5.03607, -0.30442, 0.80259], [-5.35650, -1.35279, 0.84018], [-6.21561, 0.56634, 0.37419], [-7.04065, 0.44956, 1.07364], [-6.55392, 0.28395, -0.61800], [-5.92137, 1.61143, 0.34776], [-4.73950, -0.02602, 1.82079], [-3.46104, -2.23524, -0.22453], [-2.69190, -1.18097, -1.42155]],
  "mulliken_charge": [-1.516, 0.317, 0.328, 0.459, -0.026, 0.488, -0.160, -0.411, 0.239, 0.394, -1.240, -0.329, 0.277, -0.114, -0.411, -0.435, 0.844, 0.171, -1.011, -1.065, 0.279, 0.366, 0.310, 0.450, 0.489, -2.066, 0.429, 0.334, 0.400, 0.511, -0.703, -0.212, -0.772, 0.245, 0.326, 0.299, 0.874, 0.136, -0.908, -0.413, -0.770, -0.470, 0.424, 0.417, 0.447, 0.395, 0.266, 0.714, 0.419, 0.473, 0.383, -0.120, 0.070, -0.728, 0.462, -1.239, 0.429, 0.272, 0.253, 0.399, 0.239, 0.089],
  "multiplicity": 1,
  "relative_energy_kcal_mol": 56.0,
  "homo_lumo_gap_ha": 0.3225,
  "max_force_ev_per_a": 0.74,
  "e_homo_ev": -8.022
}

no.,LUMO level (eV)
1,0.828
2,0.754